[1]
{
  "formula": "C9H14S2",
  "method": "ωB97M-V/def2-TZVPD",
  "symbols": ["C", "C", "C", "C", "H", "H", "H", "H", "C", "H", "H", "S", "H", "C", "C", "C", "H", "S", "H", "C", "H", "H", "H", "H", "H"],
  "positions_angstrom": [[1.36428, 1.49446, -1.59728], [-2.94277, -1.17170, 1.33122], [-1.91862, -0.77401, 0.91114], [0.56520, -2.49483, 0.87211], [2.50334, -1.99386, 1.51491], [-1.93787, 0.32734, -1.06700], [1.65484, 0.60075, -2.05826], [-3.97137, -1.43811, 1.42372], [-1.05824, 0.67295, -1.60070], [-1.00270, -0.03444, -2.40576], [2.23775, 1.86769, -1.12826], [0.76544, -1.66988, -0.72486], [-1.56693, 1.51909, -2.20338], [0.14237, 1.02997, -0.76122], [0.51943, -0.10320, 0.05202], [1.53182, -1.76076, 1.76917], [0.51014, 2.41367, 1.06498], [1.27959, 0.01586, 1.60389], [-0.53036, 2.97815, -0.35501], [-0.27078, 2.14882, 0.24560], [1.15839, 2.26333, -2.23140], [0.99550, -3.58596, 0.75667], [-1.26036, 1.88192, 0.51478], [-0.41899, -2.19542, 1.19070], [1.65088, -1.99180, 2.88221]],
  "lowdin_charge": [-0.027, -0.003, 0.023, -0.505, 0.033, 0.049, 0.052, 0.023, -0.096, 0.066, 0.080, 0.905, 0.121, -0.689, -0.896, -0.545, 0.100, 0.962, 0.064, -0.071, 0.053, 0.132, 0.055, 0.004, 0.109],
  "e_above_lowest_kj_mol": 0.0,
  "lumo_ha": [0.023, -0.095],
  "multiplicity": 3,
  "e_homo_ev": [-6.4, -8.7]
}

[2]
{
  "formula": "C9H15BrO3S",
  "method": "ωB97M-V/def2-TZVPD",
  "symbols": ["H", "O", "C", "O", "S", "H", "H", "H", "C", "C", "H", "H", "H", "O", "C", "C", "C", "C", "H", "H", "H", "C", "H", "H", "C", "H", "Br", "H", "H"],
  "positions_angstrom": [[-2.60779, -0.10543, -2.03525], [0.45271, -1.51329, -2.13137], [1.40298, 0.91708, 0.56858], [-1.66740, 3.39838, 0.50981], [-0.55554, 2.67879, -0.12214], [1.83856, -1.65340, -0.64574], [2.46961, 1.26875, 0.41103], [-0.28692, -2.02149, 0.25356], [0.42136, 1.92503, 1.15649], [-0.22469, 1.62998, 2.50485], [1.69255, -0.04034, 1.22166], [-1.72202, -2.72957, -0.60816], [-0.03825, 0.74565, 3.00762], [-0.36774, 0.29843, -1.01105], [-1.19073, -1.86322, -0.32836], [1.54575, -0.98332, -1.42842], [-0.75743, -1.06407, -1.57880], [0.81249, 2.72713, 2.40822], [1.50712, 1.01856, -1.65926], [-1.47624, -0.04174, -3.27017], [2.44314, -0.88309, -2.08623], [-1.89337, -0.74598, -2.52899], [-1.27253, 2.03761, 2.49347], [-2.43024, -1.60838, -2.99826], [0.98731, 0.39742, -0.91100], [-1.81556, -1.10414, 0.14383], [1.04877, 4.21792, -0.42795], [1.73041, 2.69955, 2.92418], [0.42523, 3.73594, 2.45967]],
  "lowdin_charge": [0.085, -0.037, -0.111, -0.511, 0.679, 0.103, 0.121, 0.087, -0.676, -0.082, 0.155, 0.073, 0.080, -0.183, 0.036, -0.120, -0.496, -0.128, 0.135, 0.101, 0.142, 0.016, 0.115, 0.108, -0.354, 0.097, 0.383, 0.094, 0.087],
  "e_above_lowest_kj_mol": 0.0,
  "lumo_ha": 0.009,
  "e_homo_ev": -9.4
}

[3]
{
  "formula": "C9H15CaIN4",
  "method": "ωB97M-V/def2-TZVPD",
  "symbols": ["H", "N", "H", "H", "N", "N", "I", "H", "H", "C", "Ca", "H", "H", "C", "N", "C", "H", "C", "H", "C", "C", "H", "H", "C", "H", "H", "H", "C", "C", "H"],
  "positions_angstrom": [[-1.73180, 3.08163, -0.01861], [-1.58433, -0.16701, 0.34614], [1.30655, 1.77486, -2.86336], [-3.97584, -2.26730, -0.32075], [1.51499, -0.64532, 0.46554], [-1.82148, -2.32496, 0.05955], [0.18003, 1.07053, 3.36728], [-1.61755, -3.30318, 0.00981], [2.96825, 2.97906, -0.29730], [-2.91049, -0.44352, 0.11801], [0.17880, 1.97889, 0.28219], [-0.03431, 0.48421, -2.84841], [-2.76059, 1.65543, 0.56059], [2.37175, -2.69620, 0.79414], [1.00675, -2.78473, 0.63161], [-2.11436, 2.09329, -0.23265], [1.37053, 3.83646, 0.13207], [-3.07064, -1.76646, -0.08670], [2.97012, -3.55111, 0.99196], [0.88346, 0.87715, -2.35572], [0.51061, -1.52885, 0.44795], [1.63976, 0.07263, -2.23174], [-2.36251, 1.74383, -1.26865], [2.18736, 3.18213, 0.49579], [3.63574, -0.89168, 0.72262], [-3.63581, 0.33477, 0.02235], [0.45594, -3.62618, 0.65408], [-0.91992, -1.31867, 0.30276], [2.67450, -1.36005, 0.67117], [2.68450, 3.51036, 1.44827]],
  "lowdin_charge": [-0.010, 0.013, 0.016, 0.110, 0.068, 0.113, -0.364, 0.144, -0.056, -0.156, 0.861, 0.009, 0.017, -0.065, 0.097, -0.102, -0.115, -0.063, 0.103, 0.023, -0.298, 0.004, 0.055, -0.357, 0.107, 0.090, 0.146, -0.243, -0.105, -0.042],
  "e_above_lowest_kj_mol": 590.7,
  "lumo_ha": [-0.065, -0.045],
  "e_homo_ev": [-6.4, -6.3]
}

[4]
{
  "formula": "C9H15ClSi",
  "method": "ωB97M-V/def2-TZVPD",
  "symbols": ["H", "C", "C", "H", "H", "C", "C", "H", "C", "H", "H", "H", "C", "H", "H", "H", "H", "H", "C", "Cl", "H", "C", "H", "C", "H", "Si"],
  "positions_angstrom": [[-2.31492, 1.81192, -1.16820], [0.79128, -1.36488, -0.08617], [2.23688, -0.85956, -2.20532], [-2.85195, 1.07822, 2.14472], [-2.32404, 0.45045, -0.34476], [0.31923, 0.46445, 1.45827], [1.70059, 0.79431, -0.40661], [-0.30169, -3.30185, 0.07773], [0.42825, -2.80197, -0.63091], [2.83184, -0.16141, -2.73584], [-0.83400, 0.82354, -1.38736], [-0.08842, -2.74013, -1.52712], [-2.22272, 1.89889, 2.34022], [2.13650, 1.69643, -0.74791], [-0.51366, -1.58004, 1.48374], [1.25403, -0.90027, -2.77550], [-1.65050, 1.71909, 3.29965], [-0.04922, 3.04414, 0.48724], [-1.65732, 1.15904, -0.71804], [1.07405, 0.82019, 2.97019], [2.75413, -1.83598, -2.13127], [0.18123, -0.88831, 1.04456], [1.24432, -3.42896, -0.89208], [1.68009, -0.50124, -0.87151], [-2.90182, 2.75344, 2.42117], [-0.92217, 1.85052, 0.90111]],
  "lowdin_charge": [-0.011, -0.217, -0.058, -0.006, 0.000, -0.771, 0.135, 0.096, -0.030, 0.062, 0.042, 0.040, -0.202, 0.044, 0.107, 0.111, 0.024, -0.007, -0.192, 0.621, 0.089, -0.200, 0.056, -0.346, 0.020, 0.595],
  "e_above_lowest_kj_mol": 420.7,
  "lumo_ha": [0.017, 0.017],
  "e_homo_ev": [-8.0, -8.0]
}